33
Properties=species:S:1:pos:R:3 method="wB97M-V/def2-TZVPD" fmax_ev_per_a=1.17 charge=+1 orbital_gap_ev=9.60
C -2.367 0.639 -2.645
C -1.760 0.199 -1.327
N -0.303 0.102 -1.476
N 0.343 -0.348 -0.234
C 0.919 -1.737 -0.425
C 0.276 -2.738 0.539
C 1.004 -2.852 1.884
I 0.208 -4.637 -0.454
B 1.337 0.779 0.231
O 2.602 0.615 -0.208
N 0.852 1.892 0.972
C -0.170 1.577 1.977
C 0.485 3.069 0.160
H -2.111 1.675 -2.871
H -3.451 0.571 -2.582
H -2.017 0.009 -3.460
H -2.141 -0.788 -1.054
H -2.051 0.897 -0.531
H 0.087 1.008 -1.725
H -0.411 -0.439 0.451
H 1.994 -1.701 -0.269
H 0.743 -2.001 -1.461
H -0.772 -2.478 0.698
H 2.043 -2.533 1.785
H 1.024 -3.874 2.250
H 0.520 -2.242 2.650
H 3.274 0.666 0.488
H -0.267 2.408 2.675
H 0.105 0.683 2.540
H -1.168 1.429 1.541
H 0.991 3.053 -0.806
H 0.780 3.987 0.670
H -0.599 3.110 0.016


39
Properties=species:S:1:pos:R:3 method="wB97M-V/def2-TZVPD" fmax_ev_per_a=8.19 charge=+1 orbital_gap_ev=6.57
C -1.175 -3.083 1.573
N -0.024 -2.086 1.353
C -0.235 -0.732 1.070
N 0.912 0.255 0.838
C 2.072 0.010 1.776
N 1.693 -0.206 3.225
N -1.638 -0.162 0.919
P -2.312 0.422 2.463
O -4.021 -0.063 2.451
O -2.335 2.181 2.479
S -1.545 -0.379 4.061
H -1.857 -3.057 0.594
H -0.803 -4.198 1.669
H -1.792 -2.828 2.548
H 0.944 -2.511 1.430
H 0.479 1.191 1.098
H 2.745 -0.902 1.400
H 2.779 0.969 1.715
H 1.454 -1.210 3.376
H 2.465 0.112 3.885
H -2.278 -0.805 0.405
H -4.267 0.028 3.437
H -1.385 2.548 2.499
Br -0.613 3.005 -3.966
C -1.758 1.539 -3.381
C -2.073 1.646 -1.907
Br -0.560 1.070 -0.818
H -1.249 0.609 -3.649
H -2.669 1.635 -3.978
H -2.890 0.972 -1.637
H -2.326 2.662 -1.590
Br 1.686 -0.176 -1.412
C 3.002 0.669 -2.578
C 3.097 -0.048 -3.904
Br 4.116 -1.703 -3.740
H 3.947 0.693 -2.029
H 2.641 1.692 -2.718
H 3.650 0.555 -4.630
H 2.123 -0.313 -4.326


33
Properties=species:S:1:pos:R:3 method="wB97M-V/def2-TZVPD" fmax_ev_per_a=2.88 charge=+1 orbital_gap_ev="5.07 / 5.23" multiplicity=6
C -0.847 1.427 -4.236
Ir 0.124 -0.225 -2.225
N 0.969 -1.369 -3.699
H -0.775 0.917 -1.554
H -0.098 1.359 -3.365
H -1.336 2.392 -4.220
H -1.616 0.658 -4.145
H -0.335 1.351 -5.189
H 0.816 -2.379 -3.623
H 1.983 -1.255 -3.769
H 0.580 -1.092 -4.599
C 1.375 -0.255 2.850
N 1.015 1.010 2.165
C -0.357 1.406 2.539
N -1.355 0.350 2.299
C -0.936 -0.894 2.986
N 0.406 -1.325 2.537
C 0.438 -1.728 1.123
P -0.006 -0.335 -0.097
C 1.193 0.905 0.720
C -1.576 0.119 0.871
H 1.351 -0.081 3.937
H 2.385 -0.565 2.534
H -0.626 2.279 1.934
H -0.348 1.643 3.614
H -1.661 -1.693 2.767
H -0.881 -0.707 4.069
H 1.453 -2.065 0.865
H -0.292 -2.533 0.964
H 1.038 1.879 0.239
H 2.208 0.520 0.526
H -2.276 -0.723 0.768
H -2.013 1.010 0.413


30
Properties=species:S:1:pos:R:3 method="wB97M-V/def2-TZVPD" fmax_ev_per_a=4.86 charge=+2 orbital_gap_ev=10.08 relative_energy_kj_mol=382.36
C -2.554 -2.145 0.598
C -2.202 -1.015 -0.066
C 0.886 -0.152 1.599
C 0.354 2.685 0.233
C 0.882 -1.199 -0.763
C 0.954 0.154 0.102
C -0.002 1.295 -0.259
N 2.052 -2.027 -0.337
N -0.148 1.407 -1.837
Si -1.867 0.672 0.493
H -2.780 -3.005 0.153
H -2.689 -2.238 1.665
H -1.808 -1.297 -1.081
H 1.544 -0.936 2.016
H 1.054 0.778 2.209
H -0.015 -0.615 1.842
H 0.664 2.895 1.371
H 1.147 3.222 -0.292
H -0.534 3.314 0.333
H 1.085 -0.920 -1.760
H -0.058 -1.769 -0.673
H 2.018 0.412 -0.047
H 2.897 -1.500 -0.182
H 2.215 -2.704 -1.131
H 1.827 -2.383 0.505
H 0.823 1.828 -2.145
H -0.908 2.154 -1.906
H -0.347 0.487 -2.177
H -1.913 1.023 1.952
H -2.578 1.576 -0.414


33
Properties=species:S:1:pos:R:3 method="wB97M-V/def2-TZVPD" fmax_ev_per_a=3.30 charge=+1 orbital_gap_ev="5.34 / 5.97"
C -1.209 -0.814 -2.042
Sn -0.109 -0.074 0.057
N 1.585 0.862 -1.458
H -0.779 -1.213 1.085
H -1.575 0.126 -1.470
H -2.191 -1.194 -1.763
H -0.380 -1.563 -2.015
H -1.173 -0.129 -2.886
H 2.492 0.502 -1.109
H 1.610 1.887 -1.436
H 1.447 0.556 -2.406
C 2.223 0.512 5.034
N 2.095 1.872 4.438
C 0.782 2.428 4.821
N -0.378 1.571 4.483
C -0.173 0.195 5.031
N 1.118 -0.424 4.667
C 1.209 -0.764 3.255
P 1.008 0.783 2.191
C 2.331 1.857 2.999
C -0.547 1.507 3.064
H 2.183 0.646 6.137
H 3.152 0.077 4.730
H 0.629 3.397 4.354
H 0.822 2.548 5.940
H -0.987 -0.434 4.685
H -0.185 0.258 6.153
H 2.186 -1.196 3.062
H 0.459 -1.490 2.951
H 2.258 2.840 2.552
H 3.311 1.445 2.804
H -1.470 0.945 2.820
H -0.667 2.514 2.612


42
Properties=species:S:1:pos:R:3 method="wB97M-V/def2-TZVPD" fmax_ev_per_a=0.39 orbital_gap_ev=7.87 relative_energy_kj_mol=0.00
Pt -0.582 0.540 -1.176
O -0.779 -2.094 2.226
P -0.984 -1.866 0.672
O -1.900 -2.843 0.076
O -1.332 -0.369 0.483
O 0.535 -1.956 0.083
P 1.605 -0.822 0.537
O 2.910 -1.257 -0.269
O 1.774 -0.866 2.005
O 1.188 0.510 -0.096
H 0.052 -1.661 2.522
H 3.417 -1.913 0.224
C 2.282 1.577 -2.706
Se 0.372 1.732 -2.999
C 0.179 3.590 -2.409
C 0.443 3.862 -0.937
Se -1.049 3.355 0.222
C -0.013 2.848 1.783
H 2.595 0.649 -3.178
H 2.481 1.525 -1.641
H 2.774 2.422 -3.181
H -0.829 3.881 -2.703
H 0.880 4.145 -3.036
H 0.613 4.930 -0.810
H 1.324 3.329 -0.580
H 0.460 3.720 2.225
H 0.711 2.089 1.499
H -0.717 2.414 2.490
C -5.568 0.779 -2.225
As -4.157 -0.193 -1.353
C -4.187 0.411 0.462
C -4.651 -2.043 -1.387
S -2.391 0.107 -2.537
H -6.513 0.584 -1.719
H -5.629 0.459 -3.264
H -5.333 1.840 -2.188
H -5.233 0.455 0.768
H -3.725 1.393 0.519
H -3.628 -0.287 1.072
H -5.670 -2.160 -1.020
H -3.931 -2.567 -0.755
H -4.572 -2.396 -2.413


39
Properties=species:S:1:pos:R:3 method="wB97M-V/def2-TZVPD" fmax_ev_per_a=4.98 charge=-1 orbital_gap_ev=3.44 relative_energy_kj_mol=0.00
Ba 7.773 -5.690 1.189
P 4.707 -6.532 2.414
O 3.430 -5.690 2.327
O 5.426 -6.338 0.983
O 4.345 -8.030 2.389
O 5.782 -6.025 3.462
C 8.471 -7.846 4.487
O 8.138 -6.695 3.742
H 8.025 -8.757 4.078
H 9.563 -7.957 4.505
H 8.163 -7.736 5.532
H 7.143 -6.497 3.926
C 10.863 -4.141 3.457
C 11.029 -4.136 1.941
C 11.382 -5.525 1.426
O 10.419 -6.510 1.732
C 10.931 -7.821 1.592
N 9.774 -3.619 1.367
H 10.720 -3.118 3.807
H 11.769 -4.540 3.920
H 10.017 -4.764 3.750
H 11.904 -3.516 1.694
H 12.374 -5.766 1.821
H 11.418 -5.463 0.323
H 11.115 -8.067 0.542
H 10.205 -8.497 2.039
H 11.859 -7.919 2.166
H 9.491 -2.793 1.880
H 9.924 -3.364 0.396
C 5.550 -3.117 1.513
C 6.246 -2.678 2.775
O 7.023 -3.776 3.233
O 6.595 -3.159 0.480
H 4.781 -2.398 1.205
H 5.015 -4.065 1.678
H 5.505 -2.389 3.528
H 6.914 -1.836 2.569
H 6.377 -4.514 3.490
H 6.214 -2.691 -0.265


45
Properties=species:S:1:pos:R:3 method="wB97M-V/def2-TZVPD" fmax_ev_per_a=6.61 charge=+2 orbital_gap_ev=1.31
Br -2.057 -2.622 -1.157
C -3.254 -4.062 -0.888
C -2.659 -5.529 -0.792
O -3.720 -6.268 -0.243
P -5.124 -5.637 -1.083
I -4.615 -7.313 -2.939
O -4.260 -4.271 -1.801
H -3.588 -3.886 0.145
H -2.465 -5.746 -1.868
H -1.669 -5.691 -0.317
H -5.564 -4.762 -0.047
H -5.827 -6.646 -0.361
H -6.244 -5.221 -1.868
O 2.406 -1.191 -0.688
C 1.767 -0.242 -1.118
N 0.706 -0.369 -1.909
C 2.126 1.181 -0.776
H 0.171 0.421 -2.255
H 0.425 -1.301 -2.165
H 3.146 1.387 -1.113
H 2.052 1.290 0.329
H 1.428 1.968 -1.226
Be 2.828 1.037 1.593
Cl -0.198 2.907 -1.522
O -3.987 -6.138 -6.745
H -3.827 -5.196 -6.634
H -4.230 -6.441 -5.866
C 4.894 4.561 1.226
O 4.431 3.268 1.604
H 4.033 5.145 0.902
H 5.364 5.051 2.082
H 5.606 4.488 0.405
H 5.161 2.703 1.889
Be -2.516 -7.581 -0.799
Cl 4.406 0.033 2.774
Br 0.200 6.439 3.069
C 1.991 5.971 3.754
C 2.686 7.194 4.271
Br 3.316 8.301 2.795
H 2.513 5.484 2.934
H 1.821 5.246 4.549
H 3.572 6.909 4.837
H 2.058 7.829 4.889
F -3.392 -1.298 0.530
Ca 0.000 8.164 1.422


33
Properties=species:S:1:pos:R:3 method="wB97M-V/def2-TZVPD" fmax_ev_per_a=3.22 orbital_gap_ev=7.11
Cd 0.219 -0.182 -0.134
H 0.097 1.633 0.359
H -0.025 1.204 1.188
P 0.554 1.055 -2.176
P 0.156 -1.601 1.944
C -1.416 -2.421 2.245
H -1.256 -3.106 3.073
H -2.216 -1.722 2.513
H -1.741 -2.976 1.363
C 1.364 -2.843 1.610
H 2.334 -2.367 1.452
H 1.378 -3.480 2.485
H 1.082 -3.401 0.717
C 0.596 -0.774 3.467
H -0.152 -0.043 3.787
H 0.688 -1.549 4.227
H 1.554 -0.257 3.358
C 1.709 -0.009 -3.074
H 1.957 0.487 -4.013
H 2.622 -0.165 -2.485
H 1.263 -0.990 -3.279
C -0.853 1.261 -3.257
H -1.583 1.947 -2.809
H -0.500 1.679 -4.204
H -1.358 0.307 -3.448
C 1.349 2.636 -2.037
H 2.249 2.564 -1.414
H 1.623 2.973 -3.039
H 0.671 3.362 -1.577
C -2.043 -0.198 -0.429
O -3.163 -0.272 -0.515
H 0.325 -1.674 -0.999
Cl -1.874 0.683 2.027


38
Properties=species:S:1:pos:R:3 method="wB97M-V/def2-TZVPD" fmax_ev_per_a=3.11 charge=+3 orbital_gap_ev=1.04 relative_energy_kj_mol=797.77
Hf -33.300 -23.373 -9.299
Cl -31.025 -24.601 -5.481
O -30.146 -27.960 -10.688
P -29.538 -29.297 -10.965
N -30.559 -30.636 -10.628
C -30.866 -31.748 -11.529
C -31.203 -30.701 -9.293
N -28.134 -29.644 -10.007
C -27.688 -31.063 -9.696
C -27.398 -28.656 -9.330
N -29.069 -29.618 -12.602
C -29.772 -29.186 -13.787
C -27.891 -30.408 -12.883
H -29.989 -32.373 -11.697
H -31.136 -31.321 -12.495
H -31.616 -32.322 -10.986
H -30.492 -30.192 -8.642
H -31.521 -31.653 -8.868
H -32.016 -29.981 -9.209
H -26.680 -31.096 -10.112
H -27.807 -31.302 -8.639
H -28.266 -31.785 -10.274
H -27.919 -28.479 -8.389
H -26.323 -28.805 -9.231
H -27.517 -27.715 -9.867
H -29.132 -29.049 -14.659
H -30.548 -29.884 -14.102
H -30.242 -28.207 -13.690
H -27.757 -30.546 -13.956
H -27.999 -31.433 -12.531
H -27.074 -30.026 -12.271
C -27.230 -22.845 -1.092
N -26.494 -22.009 -0.105
O -26.121 -20.932 -0.450
O -26.328 -22.558 0.955
H -28.161 -23.006 -0.548
H -26.780 -23.836 -1.148
H -27.242 -22.358 -2.067


40
Properties=species:S:1:pos:R:3 method="wB97M-V/def2-TZVPD" fmax_ev_per_a=4.53 orbital_gap_ev=8.15 relative_energy_kj_mol=72.29
Zr -0.456 -0.961 -0.482
C 2.047 -3.257 -1.246
O 0.947 -2.643 -0.681
H 2.081 -4.349 -1.121
H 2.132 -3.033 -2.312
H 2.990 -2.984 -0.749
C -2.875 -3.121 0.758
O -2.173 -2.066 0.218
H -3.097 -3.862 -0.030
H -2.338 -3.764 1.471
H -3.850 -2.820 1.155
C -0.769 -1.819 -3.908
O -0.841 -1.311 -2.628
H -0.108 -2.695 -3.922
H -1.750 -2.170 -4.263
H -0.449 -1.096 -4.670
C 1.624 1.715 0.088
O 0.808 2.049 1.194
O 1.087 0.629 -0.507
C 1.795 2.940 -0.856
F 2.685 3.792 -0.333
F 2.198 2.576 -2.070
F 0.638 3.619 -1.017
C 1.202 3.125 2.015
C 0.318 3.107 3.263
H 0.586 3.882 3.977
H -0.718 3.312 2.971
H 0.383 2.108 3.691
H 1.236 4.081 1.485
H 2.221 3.028 2.420
H 2.657 1.486 0.386
O -1.897 0.639 -1.274
H -2.351 1.403 -0.904
H -1.989 0.706 -2.238
O 0.317 -1.330 1.574
H -0.095 -1.304 2.445
H 1.075 -1.932 1.647
O -1.548 0.530 1.271
H -2.433 0.373 1.627
H -1.292 1.420 1.555


35
Properties=species:S:1:pos:R:3 method="wB97M-V/def2-TZVPD" fmax_ev_per_a=6.90 charge=+2 orbital_gap_ev="8.02 / 8.15" multiplicity=2 relative_energy_kj_mol=0.00
V -0.272 0.021 0.733
H 0.722 2.453 -0.779
H 1.360 2.210 -0.436
P -1.729 0.506 -1.000
P 1.892 -0.838 0.326
C 1.856 -2.182 1.549
H 2.899 -2.361 1.826
H 1.250 -1.888 2.426
H 1.415 -3.074 1.081
C 2.696 -1.570 -1.121
H 2.842 -0.819 -1.895
H 3.655 -1.958 -0.776
H 2.074 -2.378 -1.508
C 3.058 0.398 0.943
H 2.737 0.811 1.906
H 4.027 -0.104 1.074
H 3.158 1.220 0.237
C -1.674 -0.155 -2.665
H -2.602 0.137 -3.169
H -0.811 0.244 -3.202
H -1.615 -1.252 -2.588
C -3.359 -0.002 -0.376
H -3.477 0.345 0.670
H -4.121 0.457 -1.021
H -3.419 -1.101 -0.411
C -1.954 2.326 -1.268
H -1.108 2.740 -1.826
H -2.884 2.444 -1.843
H -2.052 2.845 -0.296
C -1.096 -0.795 2.503
O -1.732 -1.320 3.326
H 0.528 -0.437 -0.652
O -1.700 1.130 2.191
N -0.804 1.300 3.097
O 0.243 0.645 2.942


31
Properties=species:S:1:pos:R:3 method="wB97M-V/def2-TZVPD" fmax_ev_per_a=2.86 orbital_gap_ev=9.44 relative_energy_kj_mol=0.00
N -0.332 0.668 0.477
C -0.540 1.505 1.772
C -2.914 -0.929 0.697
C -0.636 -1.742 -1.247
C -0.483 -2.118 1.802
C 2.232 -0.543 -0.614
C 0.540 1.284 -2.464
C 1.883 2.399 -0.087
Si -1.088 -1.015 0.444
Si 0.992 0.910 -0.687
H -0.188 2.514 1.732
H -1.606 1.555 2.023
H -0.016 1.040 2.635
H -3.133 -0.146 -0.120
H -3.466 -1.803 0.464
H -3.248 -0.542 1.708
H 0.258 -2.384 -1.189
H -0.521 -1.046 -2.089
H -1.448 -2.386 -1.456
H 0.613 -2.265 1.702
H -0.777 -1.679 2.750
H -0.924 -3.074 1.627
H 3.132 -0.447 -0.011
H 1.797 -1.321 -0.006
H 2.355 -0.860 -1.614
H 1.071 2.239 -2.822
H -0.543 1.375 -2.645
H 0.855 0.442 -3.080
H 1.301 2.935 0.671
H 2.056 3.215 -0.784
H 2.778 2.219 0.411